This record from the Open Molecules 2025 dataset describes a 2-piece molecular cluster, C3H12NO3Si overall. The level of theory is wB97M-V/def2-TZVPD.

```
20
Properties=species:S:1:pos:R:3:forces:R:3
C -0.971 0.324 -1.457 0.248 -3.060 1.422
C -2.057 -0.476 0.717 2.136 -0.778 2.212
C -0.895 0.253 0.097 -0.187 0.012 -0.848
N 0.463 -0.336 0.567 -0.794 1.620 -4.034
O 3.537 -1.334 -0.620 0.356 -0.217 0.426
O 3.177 0.244 1.568 1.007 -1.212 -0.815
O 2.845 1.253 -0.943 0.264 0.794 -0.520
Si 3.089 0.048 0.010 -2.090 -1.061 0.521
H -1.705 0.896 -1.956 -1.270 0.749 0.230
H -1.063 -0.744 -1.874 0.526 1.557 0.460
H -0.061 0.787 -1.643 1.900 0.468 -1.318
H -1.940 -1.519 0.464 -0.718 -0.517 -0.355
H -1.875 -0.460 1.856 -0.920 0.204 -1.544
H -1.012 1.224 0.505 0.674 1.328 0.168
H 0.708 0.030 1.415 0.185 0.849 2.875
H -2.962 -0.014 0.390 -0.753 -0.056 0.087
H 0.242 -1.277 0.641 0.146 -2.329 0.484
H 3.831 -2.118 -0.118 -0.190 0.524 -0.286
H 2.810 0.856 2.172 -0.435 1.176 0.812
H 3.168 1.370 -1.845 -0.084 -0.053 0.020
```
Forces are in eV/Å.

net charge: +1
spin multiplicity: 1
HOMO-LUMO gap: 10.5 eV

Mulliken atomic charge list, values in e, 5 entries: atom 1 (C): -1.20, atom 2 (C): -1.36, atom 3 (C): 0.27, atom 4 (N): -0.45, atom 5 (O): -0.41

***

This record from the Open Molecules 2025 dataset describes a 6-piece molecular cluster, C12H19Cl3N4O3 overall. The level of theory is wB97M-V/def2-TZVPD.

```
41
Properties=species:S:1:pos:R:3:forces:R:3
C 1.855 -3.040 0.403 1.324 0.830 -0.626
O 1.197 -2.611 -0.840 -1.624 -2.082 2.808
C 1.770 -1.804 -1.659 4.225 0.458 -0.233
O 2.950 -1.445 -1.529 -2.066 0.081 -0.650
O 0.950 -1.583 -2.656 -1.509 0.477 -0.938
C 1.447 -1.186 -3.929 1.832 0.179 -0.268
H 1.318 -3.829 0.929 -0.573 0.483 -0.485
H 2.101 -2.178 1.024 -0.755 0.135 0.138
H 2.865 -3.412 0.230 -0.111 -0.272 -0.711
H 2.141 -1.956 -4.266 -0.001 -0.092 -0.080
H 2.040 -0.273 -3.866 -0.117 0.108 0.250
H 0.718 -1.042 -4.727 -0.670 -0.239 0.850
Cl 0.364 5.518 -1.920 0.366 1.356 -0.075
C 0.240 3.902 -1.380 -0.210 -1.167 -0.801
Cl 0.525 2.832 -2.805 0.182 -0.177 0.227
Cl -1.399 3.598 -0.813 0.175 -0.193 0.519
H 1.030 3.651 -0.672 -0.438 0.118 0.202
C -3.104 -2.692 0.391 -0.080 0.196 0.653
C -4.204 -1.837 0.021 -1.270 1.220 -0.858
N -5.115 -1.214 -0.326 0.886 -0.501 0.432
H -3.585 -3.661 0.530 0.696 -0.344 -0.172
H -2.708 -2.344 1.345 0.011 -0.086 0.073
H -2.292 -2.624 -0.333 -0.212 -0.419 -0.107
C 0.587 0.836 0.988 -0.146 0.789 0.585
C -0.789 0.519 1.460 -0.667 -0.296 -0.007
N -1.858 0.291 1.860 1.799 0.302 -0.667
H 0.785 1.897 1.138 -0.329 0.144 0.138
H 0.817 0.703 -0.069 -0.472 -0.571 0.052
H 1.351 0.382 1.620 -0.206 -0.433 -0.139
C -4.625 -0.623 3.792 -1.479 -0.554 -0.278
C -5.868 -1.448 3.620 -2.404 -1.098 -0.557
N -6.883 -2.028 3.461 3.272 1.696 0.582
H -3.921 -1.192 4.398 0.122 0.317 -0.152
H -4.943 0.305 4.267 0.235 -0.091 0.268
H -4.248 -0.344 2.808 0.256 -0.278 0.100
C 5.213 3.440 -0.646 -0.069 -0.982 -0.328
C 3.986 3.204 0.024 -1.826 0.138 0.900
N 2.973 3.039 0.540 0.022 -0.053 -0.021
H 5.833 4.032 0.028 0.334 0.099 -0.727
H 4.928 3.798 -1.636 0.628 0.663 0.109
H 5.557 2.419 -0.805 0.869 0.141 -0.005
```
Forces are in eV/Å.

spin multiplicity: 1
HOMO-LUMO gap: 11.2 eV
structure (SMILES): COC(=O)OC.ClC(Cl)Cl.CC#N.CC#N.CC#N.CC#N

Mulliken atomic charge list, values in e, 5 entries: atom 1 (C): -0.64, atom 2 (O): -0.28, atom 3 (C): 0.87, atom 4 (O): -0.64, atom 5 (O): -0.27

***

This record from the Open Molecules 2025 dataset describes a 2-piece molecular cluster, C11H20Cl overall. The level of theory is wB97M-V/def2-TZVPD.

```
32
Properties=species:S:1:pos:R:3:forces:R:3
Cl 1.540 0.833 -3.254 0.223 0.118 -0.623
H -0.103 -0.015 -2.042 -0.579 -0.522 0.056
C 0.086 -0.953 -1.478 -0.239 -0.320 0.027
C -0.033 -0.723 0.041 0.196 -0.051 -0.170
C 1.206 -1.342 0.719 -0.267 -0.054 0.079
C 2.508 -0.624 0.360 -0.272 0.305 0.085
C 2.387 0.873 0.658 0.063 0.305 0.240
C 1.160 1.507 0.021 -0.036 -0.322 -0.260
C -0.095 0.759 0.425 0.116 0.441 0.051
C -1.319 1.494 -0.113 0.231 -0.117 0.251
C -2.592 0.828 0.370 -0.130 0.071 -0.063
C -2.589 -0.677 0.076 -0.137 0.287 0.084
C -1.325 -1.356 0.578 0.420 -0.086 0.107
H -0.593 -1.786 -1.777 0.324 0.823 -0.228
H 1.092 -1.239 -1.777 -0.023 -0.249 0.183
H 1.049 -1.302 1.803 0.089 0.044 0.026
H 1.260 -2.404 0.461 0.043 -0.044 -0.050
H 3.339 -1.052 0.940 -0.143 0.069 -0.357
H 2.712 -0.722 -0.715 0.179 -0.220 0.244
H 2.323 1.022 1.743 0.051 -0.021 0.009
H 3.269 1.407 0.318 0.326 -0.002 0.008
H 1.044 2.576 0.270 0.240 -0.346 -0.047
H 1.244 1.437 -1.083 0.042 0.293 0.626
H -0.158 0.740 1.527 -0.025 0.238 -0.089
H -1.255 2.530 0.240 -0.151 -0.073 -0.080
H -1.276 1.541 -1.208 -0.073 -0.061 0.064
H -2.693 1.006 1.449 0.011 -0.123 -0.102
H -3.444 1.310 -0.110 -0.204 -0.081 0.053
H -3.455 -1.130 0.566 -0.010 -0.065 -0.222
H -2.687 -0.821 -1.009 -0.048 -0.072 0.145
H -1.328 -2.417 0.330 -0.081 -0.209 -0.067
H -1.273 -1.302 1.672 -0.140 0.043 0.020
```
Forces are in eV/Å.

spin multiplicity: 2
HOMO-LUMO gap (spin up / spin down): 10.9 / 6.4 eV

Mulliken atomic charge list, values in e, 5 entries: atom 1 (Cl): -0.05, atom 2 (H): 0.19, atom 3 (C): -1.69, atom 4 (C): 2.13, atom 5 (C): -1.59

***

This record from the Open Molecules 2025 dataset describes a 13-piece molecular cluster, C61H65N13 overall. The level of theory is wB97M-V/def2-TZVPD.

```
139
Properties=species:S:1:pos:R:3:forces:R:3
N 3.311 6.199 -0.457 -1.135 -1.662 0.554
C 3.267 6.236 0.908 0.604 0.360 1.031
C 2.951 4.985 1.396 0.310 0.096 0.192
C 2.717 4.138 0.287 0.422 0.427 -0.263
C 2.897 4.929 -0.805 0.570 0.073 -1.824
H 3.412 6.937 -1.124 0.027 0.314 0.172
H 3.569 7.101 1.478 -0.082 0.048 -0.163
H 2.965 4.652 2.422 -0.120 0.280 0.095
H 2.538 3.077 0.282 -0.198 0.008 0.062
H 2.812 4.712 -1.862 -0.041 -0.179 0.156
N -1.847 -6.489 2.152 -0.076 0.432 -0.578
C -1.944 -7.815 1.886 -0.048 -0.863 0.400
C -1.089 -8.150 0.878 -0.656 -0.269 0.197
C -0.482 -6.956 0.455 0.000 0.501 0.094
C -0.993 -5.918 1.230 0.818 -1.182 -0.554
H -2.394 -6.041 2.865 0.041 0.343 -0.147
H -2.589 -8.495 2.419 -0.082 0.321 0.238
H -1.042 -9.160 0.507 0.368 0.112 -0.228
H 0.274 -6.910 -0.314 -0.081 0.390 -0.038
H -0.708 -4.888 1.116 -0.285 0.150 0.585
N -0.025 5.502 0.326 0.426 1.326 0.486
C -0.662 4.420 -0.146 -0.229 -0.985 -0.381
C -1.967 4.759 -0.411 0.004 0.456 -0.061
C -2.093 6.130 -0.077 -0.296 0.633 0.159
C -0.876 6.579 0.383 0.092 -0.951 0.279
H 0.943 5.584 0.615 -0.296 -0.433 -0.034
H -0.155 3.474 -0.259 -0.023 0.087 -0.041
H -2.766 4.157 -0.808 0.154 -0.197 -0.018
H -2.987 6.730 -0.154 -0.001 -0.066 0.014
H -0.536 7.440 0.934 -0.228 0.320 -0.375
N 1.062 2.080 3.603 0.737 0.663 1.473
C 1.607 2.648 4.737 -0.425 -0.389 0.222
C 2.745 1.961 5.060 0.591 0.380 -0.408
C 2.980 0.980 4.039 -0.707 0.797 0.528
C 1.879 1.066 3.225 -0.378 -0.818 -1.253
H 0.156 2.343 3.263 -0.004 -0.338 -0.270
H 1.075 3.386 5.314 0.011 0.137 -0.188
H 3.377 2.204 5.899 0.054 -0.082 -0.021
H 3.856 0.370 3.912 -0.166 -0.287 0.070
H 1.512 0.429 2.435 0.437 -0.011 -0.124
N -0.480 0.211 0.728 -0.804 0.373 -0.443
C -0.954 -1.043 0.605 1.379 0.443 0.443
C -0.331 -2.001 -0.194 -0.386 0.767 0.669
C 0.787 -1.597 -0.919 -0.383 -0.705 0.091
C 1.322 -0.346 -0.709 -0.137 0.317 -0.781
C 0.588 0.572 0.026 0.047 -0.702 0.088
H -1.778 -1.245 1.274 -0.151 -0.269 -0.277
H -0.670 -3.023 -0.117 -0.104 -0.042 -0.596
H 1.170 -2.260 -1.686 0.484 -0.126 0.305
H 2.240 -0.067 -1.211 -0.195 0.141 -0.029
H 0.854 1.623 -0.007 0.135 -0.005 0.473
N -5.663 -3.511 2.630 0.764 -0.047 -0.543
C -4.656 -3.925 1.834 -0.319 0.535 -0.092
C -3.363 -3.446 1.950 0.429 0.594 0.274
C -3.061 -2.512 2.943 -0.172 -0.656 0.355
C -4.071 -2.107 3.792 -0.076 -0.054 -0.246
C -5.351 -2.603 3.552 -0.144 -0.784 0.870
H -4.889 -4.618 1.036 -0.150 -0.173 0.129
H -2.558 -3.760 1.302 -0.251 -0.247 -0.208
H -2.037 -2.227 3.149 -0.001 0.162 -0.166
H -3.850 -1.482 4.646 -0.181 0.166 -0.061
H -6.145 -2.444 4.275 -0.046 0.524 -0.146
N 2.526 -3.733 0.445 0.972 0.112 -0.219
C 3.486 -3.677 -0.500 -2.149 -0.713 -0.999
C 4.070 -4.829 -0.996 1.567 -0.473 0.374
C 3.954 -6.028 -0.288 -0.576 0.131 0.766
C 3.076 -6.055 0.786 -0.701 0.092 -0.716
C 2.339 -4.904 1.030 -0.322 0.501 0.813
H 3.412 -2.788 -1.117 0.743 0.126 0.338
H 4.739 -4.820 -1.848 -0.133 0.308 -0.079
H 4.465 -6.957 -0.505 0.174 0.214 -0.538
H 2.759 -6.979 1.253 0.359 0.003 0.244
H 1.520 -4.864 1.742 0.166 -0.497 0.160
N -2.143 1.970 4.624 0.294 0.390 -0.033
C -2.616 2.968 5.388 0.082 -0.499 -0.029
C -3.203 4.114 4.886 -0.338 -0.224 -0.752
C -3.337 4.200 3.500 -0.057 0.375 0.845
C -2.850 3.188 2.700 -0.197 0.845 -0.361
C -2.216 2.113 3.296 -0.044 0.141 0.125
H -2.495 2.831 6.456 -0.066 -0.046 0.066
H -3.630 4.884 5.514 0.249 0.004 0.192
H -3.778 5.094 3.077 -0.074 -0.120 -0.178
H -2.950 3.365 1.636 0.322 -0.579 -0.066
H -1.684 1.405 2.667 -0.293 -0.375 0.107
N -1.694 0.615 -5.435 -0.787 -0.252 0.313
C -1.614 1.944 -5.459 1.125 -0.223 0.473
C -0.579 2.599 -4.796 -0.425 0.708 0.076
C 0.283 1.896 -4.001 0.836 -0.855 0.888
C 0.148 0.515 -3.874 -0.819 0.029 -0.831
C -0.869 -0.067 -4.629 0.476 0.527 0.026
H -2.360 2.552 -5.952 -0.138 -0.408 -0.426
H -0.475 3.678 -4.805 -0.224 -0.004 -0.219
H 1.037 2.415 -3.421 0.064 0.050 -0.094
H 0.736 -0.155 -3.261 0.231 0.450 0.097
H -0.996 -1.139 -4.518 -0.262 -0.078 -0.442
N 3.929 -1.304 -3.937 0.586 0.127 0.440
C 3.713 -0.564 -5.010 -0.320 -0.177 -0.065
C 3.577 0.811 -4.968 0.783 0.293 -0.933
C 3.847 1.478 -3.803 0.173 0.068 1.930
C 4.126 0.735 -2.637 -0.459 -0.752 -1.175
C 4.162 -0.652 -2.780 -1.547 -0.393 -0.583
H 3.588 -1.084 -5.955 -0.068 -0.065 0.065
H 3.409 1.316 -5.911 -0.200 0.210 0.159
H 3.826 2.553 -3.673 -0.166 0.096 -0.473
H 4.177 1.095 -1.618 0.175 0.679 -0.575
H 4.109 -1.301 -1.912 0.712 0.334 -0.041
N -4.596 -5.049 -1.430 0.202 1.195 -0.653
C -3.285 -4.768 -1.587 -1.072 -0.696 0.303
C -2.784 -3.630 -2.226 -0.178 -0.962 0.525
C -3.703 -2.748 -2.775 0.670 -0.205 -0.352
C -5.041 -3.061 -2.695 -0.512 0.468 -0.196
C -5.450 -4.173 -1.991 0.252 -0.778 0.754
H -2.727 -5.585 -1.140 0.861 0.482 -0.183
H -1.709 -3.537 -2.282 -0.011 0.354 -0.144
H -3.379 -1.877 -3.330 0.008 0.062 0.077
H -5.763 -2.429 -3.197 -0.084 0.022 0.185
H -6.491 -4.394 -1.790 -0.113 0.105 -0.333
N 4.957 -0.233 -0.125 0.461 0.352 0.422
C 6.177 -0.087 -0.662 0.059 -0.102 1.171
C 7.044 0.951 -0.305 -0.637 -0.079 0.001
C 6.535 1.999 0.474 0.740 -1.316 -0.090
C 5.276 1.838 1.031 1.155 0.972 0.168
C 4.558 0.707 0.732 -0.674 -0.107 0.034
H 6.469 -0.893 -1.321 0.248 0.061 -0.083
H 8.095 0.868 -0.545 -0.045 0.333 -0.414
H 7.198 2.806 0.752 -0.169 0.177 0.026
H 4.996 2.578 1.771 -0.643 -0.148 -0.141
H 3.575 0.619 1.181 -0.002 -0.407 -0.002
N -4.696 3.029 -2.266 -0.289 0.367 0.014
C -3.551 2.454 -2.622 0.483 0.497 0.029
C -3.036 1.331 -2.021 -0.289 -1.009 0.207
C -3.724 0.769 -0.950 -0.067 0.347 -0.591
C -4.868 1.414 -0.502 0.258 -0.115 -0.215
C -5.347 2.521 -1.231 0.451 -1.049 0.966
H -2.943 2.973 -3.353 -0.318 -0.046 -0.296
H -2.185 0.790 -2.414 0.231 0.387 -0.048
H -3.367 -0.178 -0.568 -0.096 0.110 0.441
H -5.336 1.020 0.391 -0.425 0.225 -0.122
H -6.277 2.966 -0.900 -0.021 0.280 -0.274
```
Forces are in eV/Å.

spin multiplicity: 1
HOMO-LUMO gap: 8.5 eV

Mulliken atomic charge list, values in e, 5 entries: atom 1 (N): 0.11, atom 2 (C): -0.96, atom 3 (C): -0.75, atom 4 (C): 0.49, atom 5 (C): -1.01

***

Calculated total energy, respectively: -18812.067, -62419.960, -24252.972, -83678.387 eV.
Relative energy (zero: lowest compared OMol25 entry of this formula, charge and spin), respectively: 19.7, 25.3, 5.0, 0.0 kcal per mole.